{
  "formula": "C26H24Cl2N6O3S2Ti",
  "method": "wB97M-V/def2-TZVPD",
  "symbols": ["Ti", "N", "C", "S", "N", "N", "C", "C", "C", "C", "C", "C", "C", "O", "H", "H", "H", "H", "H", "H", "H", "S", "C", "C", "C", "C", "C", "C", "N", "C", "C", "C", "C", "C", "C", "C", "H", "H", "H", "H", "H", "H", "H", "H", "C", "C", "N", "O", "C", "C", "N", "O", "H", "H", "H", "H", "H", "H", "H", "Cl", "C", "Cl", "H", "H"],
  "positions_angstrom": [[-0.02, -0.18, -0.17], [2.99, -3.34, 1.21], [2.00, -2.36, 0.97], [2.33, -1.13, -0.22], [0.93, -2.39, 1.66], [0.16, -1.25, 1.43], [-1.23, -1.29, 1.35], [-1.85, -2.46, 0.72], [-2.80, -3.30, 1.28], [-3.32, -4.38, 0.56], [-2.87, -4.62, -0.73], [-1.93, -3.78, -1.32], [-1.43, -2.68, -0.62], [-0.64, -1.79, -1.17], [3.41, -3.64, 0.34], [2.57, -4.12, 1.71], [-1.81, -0.72, 2.07], [-3.14, -3.10, 2.29], [-4.07, -5.02, 1.01], [-3.27, -5.46, -1.29], [-1.59, -3.94, -2.34], [-0.27, 0.66, 4.45], [1.35, 0.05, 4.58], [1.93, -0.74, 5.57], [3.23, -1.16, 5.39], [3.95, -0.81, 4.24], [3.38, -0.01, 3.27], [2.07, 0.44, 3.45], [1.37, 1.22, 2.55], [0.14, 1.39, 2.91], [-0.90, 2.01, 2.08], [-1.71, 2.99, 2.66], [-2.73, 3.58, 1.93], [-2.93, 3.16, 0.61], [-2.13, 2.17, 0.06], [-1.09, 1.54, 0.76], [1.36, -1.05, 6.44], [3.69, -1.80, 6.13], [4.95, -1.19, 4.10], [3.89, 0.23, 2.34], [-1.53, 3.30, 3.69], [-3.36, 4.35, 2.36], [-3.73, 3.59, 0.02], [-2.34, 1.86, -0.96], [2.12, 3.33, -2.27], [1.23, 2.20, -1.86], [1.30, 1.66, -0.70], [2.27, 2.21, 0.12], [0.20, 1.70, -2.76], [-0.07, 2.32, -4.10], [-0.54, 0.72, -2.31], [-1.56, 0.37, -2.99], [2.47, 3.88, -1.39], [1.60, 4.01, -2.95], [3.00, 2.95, -2.79], [2.04, 1.82, 1.00], [0.86, 2.59, -4.61], [-0.68, 3.23, -4.02], [-0.63, 1.60, -4.69], [-5.55, -1.22, -3.08], [-4.16, -1.10, -1.94], [-4.66, -0.43, -0.39], [-3.39, -0.47, -2.38], [-3.79, -2.10, -1.77]],
  "mulliken_charge": [0.25, -0.63, 0.53, -0.70, -1.22, 0.95, 0.01, 0.03, -0.45, -0.65, -0.32, -1.03, 0.49, -0.64, 0.26, 0.27, 0.19, 0.37, 0.35, 0.32, 0.33, -0.24, 0.89, -0.68, -0.36, -0.63, -0.02, -0.90, -0.58, 0.48, 0.42, -0.31, -0.75, -0.85, -0.20, 0.47, 0.36, 0.35, 0.35, 0.38, 0.44, 0.33, 0.40, 0.35, -1.89, 0.17, 0.73, -0.76, 0.49, -1.77, 0.80, -0.94, 0.45, 0.43, 0.27, 0.52, 0.43, 0.27, 0.41, -0.28, 1.21, -0.19, -0.33, -0.38],
  "relative_energy_kcal_mol": 0.0,
  "total_charge": -2
}

{
  "formula": "C26H24ClF2N7O4S",
  "method": "wB97M-V/def2-TZVPD",
  "symbols": ["N", "C", "N", "C", "C", "N", "C", "O", "F", "C", "O", "F", "C", "C", "C", "C", "S", "C", "N", "N", "C", "O", "C", "C", "C", "C", "Cl", "C", "N", "C", "C", "C", "C", "O", "N", "C", "C", "C", "C", "C", "C", "H", "H", "H", "H", "H", "H", "H", "H", "H", "H", "H", "H", "H", "H", "H", "H", "H", "H", "H", "H", "H", "H", "H", "H"],
  "positions_angstrom": [[0.01, -2.30, 2.41], [0.11, -1.09, 1.67], [1.20, -0.90, 0.97], [1.23, 0.28, 0.28], [2.38, 0.54, -0.54], [3.42, -0.48, -0.56], [3.04, -1.66, -1.31], [3.02, -2.73, -0.78], [2.73, -1.50, -2.61], [4.69, 0.02, -0.95], [5.06, 0.32, -2.05], [5.58, 0.11, 0.07], [2.47, 1.73, -1.23], [1.41, 2.72, -1.17], [1.61, 3.98, -2.00], [2.74, 4.88, -1.36], [2.63, 4.93, 0.47], [3.85, 3.80, 1.11], [3.69, 3.07, 2.15], [4.84, 2.35, 2.38], [5.63, 2.71, 1.43], [5.10, 3.60, 0.56], [0.31, 2.45, -0.38], [-0.81, 3.50, -0.26], [-2.20, 3.02, -0.80], [-2.13, 1.96, -1.93], [-1.18, 2.53, -3.36], [0.17, 1.21, 0.37], [-0.98, 1.05, 1.09], [-0.97, -0.12, 1.70], [-2.22, -0.49, 2.52], [-2.99, -1.58, 1.66], [-3.13, -2.93, 2.39], [-3.75, -2.94, 3.43], [-2.55, -4.17, 1.93], [-3.06, -4.59, 0.66], [-2.21, -4.47, -0.46], [-2.61, -4.87, -1.74], [-3.88, -5.44, -1.94], [-4.73, -5.54, -0.82], [-4.33, -5.14, 0.46], [0.97, -2.63, 2.50], [-0.32, -2.02, 3.34], [3.34, 1.98, -1.85], [0.69, 4.55, -2.20], [2.00, 3.68, -3.00], [3.69, 4.38, -1.63], [2.76, 5.90, -1.78], [6.62, 2.28, 1.33], [-0.94, 3.68, 0.83], [-0.54, 4.47, -0.70], [-2.84, 3.87, -1.11], [-2.71, 2.51, 0.04], [-1.80, 0.98, -1.56], [-3.17, 1.83, -2.29], [-2.88, 0.39, 2.56], [-1.96, -0.87, 3.52], [-2.50, -1.66, 0.67], [-4.01, -1.21, 1.48], [-1.53, -4.15, 1.93], [-1.20, -4.05, -0.35], [-1.92, -4.74, -2.57], [-4.17, -5.77, -2.94], [-5.72, -5.97, -1.01], [-5.02, -5.26, 1.31]],
  "mulliken_charge": [-0.39, 0.26, -0.47, -0.08, -0.29, 0.33, 0.51, -0.46, -0.23, 0.56, -0.45, -0.26, -0.07, 0.01, -1.45, -0.67, -0.23, 0.62, -0.20, -0.43, -0.02, -0.31, 1.34, -1.19, -0.70, -0.24, -0.20, -0.55, -0.15, 0.35, -1.26, -0.18, -0.11, -0.51, -0.23, 0.17, -0.19, -0.62, -0.49, -0.38, -0.28, 0.29, 0.32, 0.57, 0.46, 0.44, 0.33, 0.51, 0.43, 0.41, 0.40, 0.48, 0.19, 0.07, 0.44, 0.34, 0.51, 0.18, 0.51, 0.42, 0.36, 0.35, 0.38, 0.33, 0.45],
  "smiles": "Nc1nc2c(N(C(=O)F)C(=O)F)cc(CCSc3nnco3)c(CCCCl)c2nc1CCC(=O)Nc1ccccc1"
}

{
  "formula": "C26H24ClN4O7Sm",
  "method": "wB97M-V/def2-TZVPD",
  "symbols": ["Sm", "O", "C", "C", "C", "C", "O", "N", "H", "H", "H", "H", "C", "C", "C", "C", "Cl", "C", "C", "C", "O", "C", "C", "O", "O", "H", "H", "H", "H", "H", "H", "H", "H", "C", "C", "C", "C", "N", "N", "C", "H", "H", "H", "H", "H", "H", "H", "H", "O", "C", "N", "C", "O", "C", "C", "C", "C", "C", "C", "H", "H", "H", "H"],
  "positions_angstrom": [[0.17, 0.80, -0.84], [0.64, -0.03, -4.91], [1.26, 0.69, -4.17], [2.03, 1.94, -4.58], [2.78, 2.35, -3.31], [2.18, 1.43, -2.27], [2.39, 1.48, -1.03], [1.37, 0.50, -2.79], [1.30, 2.69, -4.88], [2.67, 1.73, -5.43], [2.63, 3.39, -3.01], [3.85, 2.16, -3.37], [-0.38, -2.24, -2.21], [-1.56, -2.83, -1.50], [-1.99, -4.12, -1.77], [-3.11, -4.64, -1.14], [-3.64, -6.25, -1.51], [-3.82, -3.89, -0.22], [-3.39, -2.60, 0.06], [-2.28, -2.07, -0.58], [-1.85, -0.78, -0.31], [-2.88, 0.23, -0.30], [-2.31, 1.47, -1.04], [-2.63, 2.58, -0.65], [-1.53, 1.17, -2.02], [0.02, -2.94, -2.95], [0.42, -2.00, -1.51], [-0.67, -1.33, -2.74], [-1.45, -4.72, -2.48], [-4.70, -4.29, 0.27], [-3.93, -2.00, 0.79], [-3.14, 0.49, 0.72], [-3.76, -0.11, -0.84], [-0.32, -3.39, 3.07], [0.51, -2.62, 2.10], [1.67, -2.96, 1.42], [1.97, -1.85, 0.62], [1.06, -0.89, 0.80], [0.17, -1.39, 1.69], [3.13, -1.68, -0.31], [0.26, -4.23, 3.46], [-1.20, -3.79, 2.56], [-0.64, -2.77, 3.90], [2.22, -3.88, 1.49], [-0.45, -0.74, 2.17], [3.94, -2.34, 0.01], [3.47, -0.65, -0.29], [2.86, -1.94, -1.34], [0.34, 3.11, -0.46], [0.17, 2.89, 0.75], [-0.31, 1.70, 1.21], [-0.38, 1.74, 2.58], [-0.79, 0.82, 3.28], [0.11, 3.08, 3.04], [0.28, 3.61, 4.30], [0.81, 4.89, 4.38], [1.17, 5.60, 3.24], [1.00, 5.05, 1.97], [0.46, 3.79, 1.90], [0.00, 3.05, 5.18], [0.96, 5.34, 5.36], [1.59, 6.59, 3.34], [1.27, 5.60, 1.08]],
  "mulliken_spin": [5.00, 0.00, 0.00, 0.00, 0.00, 0.00, 0.00, 0.00, 0.00, 0.00, 0.00, 0.00, 0.01, -0.01, 0.00, 0.00, 0.00, 0.00, 0.00, 0.01, 0.00, 0.00, 0.00, 0.00, -0.01, 0.00, 0.00, 0.00, 0.00, 0.00, 0.00, 0.00, 0.00, 0.00, 0.00, 0.00, 0.00, 0.00, 0.00, 0.00, 0.00, 0.00, 0.00, 0.00, 0.00, 0.00, 0.00, 0.00, -0.01, 0.00, 0.00, 0.00, 0.00, 0.00, 0.00, 0.00, 0.00, 0.00, 0.00, 0.00, 0.00, 0.00, 0.00],
  "relative_energy_kcal_mol": 25.4,
  "spin_multiplicity": 6
}

{
  "formula": "C26H24CrN6S4",
  "method": "wB97M-V/def2-TZVPD",
  "symbols": ["Cr", "N", "C", "N", "C", "N", "N", "C", "C", "C", "C", "C", "C", "N", "C", "C", "C", "C", "C", "C", "H", "H", "H", "H", "H", "H", "H", "H", "H", "H", "H", "S", "S", "S", "S", "C", "C", "C", "C", "C", "C", "H", "H", "H", "H", "H", "C", "C", "C", "C", "C", "C", "N", "H", "H", "H", "H", "H", "H", "H", "H"],
  "positions_angstrom": [[0.82, 0.52, 0.42], [-3.11, -1.37, -0.17], [-1.91, -1.03, 0.37], [-0.90, -0.64, -0.31], [-1.04, -0.44, -1.69], [-0.03, -0.01, -2.36], [1.02, 0.23, -1.50], [2.22, 0.31, -2.05], [3.28, 0.03, -1.14], [4.62, -0.12, -1.49], [5.53, -0.47, -0.51], [5.09, -0.64, 0.79], [3.75, -0.44, 1.06], [2.85, -0.12, 0.14], [-2.32, -0.74, -2.33], [-2.55, -0.55, -3.69], [-3.80, -0.81, -4.23], [-4.83, -1.26, -3.42], [-4.62, -1.46, -2.07], [-3.37, -1.19, -1.53], [-3.88, -1.53, 0.46], [-1.81, -1.16, 1.44], [2.33, 0.29, -3.13], [4.92, 0.08, -2.51], [6.58, -0.59, -0.76], [5.77, -0.90, 1.59], [3.37, -0.53, 2.07], [-1.74, -0.19, -4.30], [-3.97, -0.66, -5.29], [-5.81, -1.46, -3.84], [-5.42, -1.80, -1.42], [1.78, 2.61, 1.09], [2.59, 2.46, -2.09], [4.25, 2.81, -1.12], [3.81, 2.75, 1.00], [1.25, -2.90, 3.85], [1.37, -1.54, 4.15], [1.21, -0.59, 3.14], [0.91, -0.94, 1.81], [0.82, -2.31, 1.56], [0.99, -3.28, 2.55], [1.38, -3.64, 4.63], [1.59, -1.22, 5.16], [1.33, 0.45, 3.40], [0.63, -2.65, 0.54], [0.91, -4.33, 2.29], [-0.74, 2.89, -1.61], [-1.48, 2.34, -0.42], [-2.84, 2.41, -0.20], [-3.06, 1.92, 1.11], [-1.82, 1.56, 1.61], [-1.53, 1.13, 3.01], [-0.85, 1.79, 0.67], [-1.13, 3.88, -1.85], [-0.84, 2.27, -2.50], [0.32, 2.99, -1.39], [-3.57, 2.84, -0.87], [-3.99, 1.89, 1.66], [-2.42, 1.26, 3.63], [-0.73, 1.73, 3.45], [-1.20, 0.09, 3.10]],
  "mulliken_spin": [1.10, 0.01, 0.02, -0.04, 0.02, -0.01, -0.02, 0.00, 0.02, -0.01, 0.01, -0.01, 0.02, -0.06, 0.00, 0.00, 0.00, 0.00, 0.00, 0.00, 0.00, 0.00, 0.00, 0.00, 0.00, 0.00, 0.00, 0.00, 0.00, 0.00, 0.00, -0.03, 0.06, 0.01, 0.00, 0.00, 0.00, 0.01, -0.09, -0.02, 0.00, 0.00, 0.00, 0.00, 0.00, 0.00, 0.00, 0.01, 0.00, 0.01, 0.00, 0.00, 0.00, 0.00, 0.00, 0.00, 0.00, 0.00, 0.00, 0.00, 0.00],
  "relative_energy_kcal_mol": 16.9,
  "total_charge": -1,
  "spin_multiplicity": 2
}

no.,molar mass (g/mol),total energy (Ha)
1,651.4,-4125.700053
2,604.0,-2747.520351
3,690.3,-2869.254593
4,600.8,-3970.994968